(1)
Entry from the OMol25 dataset: a structure of composition C36H30Cl2F7N8O7S2Ti (wB97M-V/def2-TZVPD).

Computed properties:
Orbital gap (spin up / spin down) in eV: 3.07 / 6.01
E_HOMO (spin up / spin down) in Ha: -0.0826 / -0.1910
Total charge: -1
Expectation value of S²: 2.061
2S+1: 3
ΔE to the lowest compared entry with this formula, charge and spin in eV: 0.0000

The geometry in XYZ format:
```
93
Properties=species:S:1:pos:R:3:forces:R:3:mulliken_spin:R:1
Ti -0.56529 -0.22948 0.92803 0.3 -0.1 -0.8 0.051
C -5.22544 2.37138 -3.37708 0.0 0.0 0.0 0.007
C -5.10696 0.87659 -3.66407 0.0 0.0 0.0 0.012
N -4.05242 0.22217 -2.91512 0.0 -0.1 0.0 0.080
C -4.30593 -0.07905 -1.58965 0.0 0.1 0.0 0.209
C -3.34846 -0.54671 -0.75831 0.0 0.0 0.0 -0.059
C -3.56870 -0.40646 0.72075 -0.1 0.1 0.0 0.002
O -4.68103 -0.43825 1.20666 0.0 0.0 0.0 -0.004
O -2.47540 -0.12137 1.37185 0.1 -0.1 0.1 -0.002
C -2.06849 -0.87048 -1.29024 0.1 0.0 0.0 0.269
O -1.09381 -1.35279 -0.53831 -0.2 -0.2 0.2 0.035
C -1.77871 -0.50129 -2.61059 0.0 0.0 0.1 -0.086
C -0.48614 -0.67811 -3.15335 0.0 0.0 0.0 0.269
C -0.11296 0.08087 -4.23135 0.0 0.0 0.0 -0.036
F 1.16354 -0.03441 -4.69557 0.0 0.0 0.0 0.000
C -0.93200 1.04873 -4.79526 -0.1 0.0 -0.1 0.226
C -2.30870 1.00441 -4.43335 0.0 0.0 0.1 0.006
C -2.73272 0.23425 -3.36620 0.0 0.0 0.0 -0.027
N -0.32719 2.15472 -5.49598 0.0 0.0 0.1 0.005
C 0.92935 2.57512 -4.82708 0.0 0.0 0.0 0.008
C 1.00154 4.06444 -4.57658 0.0 0.0 0.0 0.003
N -0.19595 4.46676 -3.77200 0.0 0.0 0.1 -0.003
C -1.50503 4.01213 -4.39085 0.0 0.0 0.0 -0.001
C -1.21396 3.28510 -5.70211 0.0 -0.1 0.0 -0.005
H -6.06493 2.79917 -3.92830 0.0 0.0 0.0 -0.002
H -4.31897 2.91010 -3.65409 0.0 0.0 0.0 0.000
H -5.38926 2.53809 -2.31182 0.0 0.0 0.0 -0.001
H -4.94538 0.68511 -4.72692 0.0 0.0 0.0 0.000
H -6.04399 0.38629 -3.39499 0.0 0.0 0.0 0.000
H -5.29196 0.16291 -1.21676 0.0 0.0 0.0 0.019
H 0.22803 -1.31072 -2.64651 0.0 0.0 0.0 0.021
H -3.02501 1.64092 -4.92579 0.0 0.0 -0.1 0.023
H 1.80687 2.26062 -5.39142 0.0 0.0 0.0 0.002
H 1.00061 2.09506 -3.84508 0.0 0.0 0.0 -0.002
H 1.00485 4.66747 -5.48191 0.0 0.0 0.0 0.000
H 1.88583 4.30388 -3.98854 0.0 0.0 0.0 0.000
H -0.19763 5.47475 -3.64115 0.0 0.0 0.1 0.000
H -0.11476 4.08821 -2.81625 0.0 0.0 0.0 0.000
H -2.14784 4.88280 -4.50920 0.0 0.0 0.0 -0.002
H -1.95703 3.32401 -3.67945 0.0 0.0 0.0 0.007
H -0.77709 3.96439 -6.43618 0.0 0.0 0.0 0.000
H -2.15229 2.95478 -6.13808 0.0 0.0 0.0 0.000
F -2.24120 0.69824 5.60337 0.0 -0.1 0.1 0.000
C -1.67631 1.20164 4.52081 0.0 0.0 -0.1 0.002
F -2.58935 1.49026 3.61807 -0.1 -0.1 0.0 0.000
F -1.05810 2.34077 4.87502 0.0 0.1 0.0 0.000
S -0.28965 0.12513 3.86712 0.2 -0.3 0.3 0.000
O 0.18000 0.90171 2.71195 -0.1 0.1 0.0 0.002
O 0.55192 0.01281 5.01457 0.0 0.0 0.0 -0.001
N -0.69347 -1.23726 3.19008 -0.6 0.4 -0.1 0.000
S -1.87135 -2.25024 3.59783 0.3 -0.2 0.1 0.003
O -2.16184 -3.05323 2.45573 0.0 0.0 0.0 0.002
O -2.90789 -1.64081 4.36602 0.0 0.0 0.0 -0.001
C -0.99807 -3.40474 4.78409 0.0 0.0 0.0 -0.002
F -1.42417 -4.65160 4.57960 0.0 0.0 0.0 0.000
F 0.31713 -3.36953 4.62699 0.0 0.0 0.0 0.002
F -1.28539 -3.06593 6.04363 0.0 0.0 0.0 0.000
N 4.89865 -3.55018 3.81268 0.0 0.0 0.0 0.035
C 5.49003 -4.63962 4.40866 0.0 0.0 0.0 0.016
C 6.60960 -4.78068 5.21071 0.0 0.0 0.0 0.000
C 6.92336 -6.06432 5.64544 0.0 0.0 0.0 0.043
C 6.13471 -7.15865 5.28226 0.0 0.0 0.0 -0.026
C 5.01306 -7.00911 4.47849 0.0 0.0 0.0 0.054
C 4.67985 -5.73196 4.03184 0.0 0.0 0.0 -0.028
N 3.63762 -5.31549 3.24026 0.0 0.0 0.0 0.118
C 3.78180 -4.00073 3.11920 0.0 0.0 0.0 0.077
C 2.93471 -3.12461 2.39062 0.0 0.0 0.0 0.148
C 1.77300 -3.60571 1.72135 0.1 0.1 0.0 0.031
C 0.96835 -2.74675 1.04643 -0.1 -0.1 -0.1 0.125
N 1.17824 -1.38562 0.97001 -0.2 0.1 0.3 0.156
C 2.31164 -0.92590 1.58627 0.0 0.0 0.0 0.071
C 3.17454 -1.72396 2.26925 0.0 0.0 0.0 0.031
H 5.19395 -2.59553 3.88524 0.0 0.0 0.0 -0.004
H 7.21781 -3.92964 5.49301 0.0 0.0 0.0 -0.002
H 7.79049 -6.21596 6.27605 0.0 0.0 0.0 0.006
H 6.40561 -8.14478 5.63973 0.0 0.0 0.0 0.000
H 4.39998 -7.85671 4.20030 0.0 0.0 0.0 0.001
H 1.53096 -4.65842 1.75977 0.0 0.0 0.0 0.022
H 0.08034 -3.10285 0.54078 0.0 0.0 0.0 0.017
H 2.48058 0.14102 1.52192 0.0 0.0 0.0 0.027
H 4.03492 -1.24966 2.72627 0.0 0.0 0.0 0.027
Cl 2.57652 2.07506 -0.64231 0.0 0.0 0.0 0.000
C 1.18095 3.10266 -0.59566 0.0 -0.1 -0.1 -0.001
C 1.35643 4.46238 -0.76337 0.0 0.1 0.0 0.000
C 0.26458 5.32906 -0.71089 0.0 0.0 -0.2 -0.001
C -1.00840 4.77997 -0.55451 0.1 0.0 0.0 0.003
C -1.17443 3.41519 -0.40200 0.0 0.0 -0.1 -0.001
Cl -2.78178 2.79650 -0.21256 0.0 0.0 0.0 0.002
C -0.08522 2.48685 -0.32836 0.1 0.0 0.1 0.010
N -0.21313 1.20834 -0.03855 -0.1 0.2 0.2 0.009
H 2.36216 4.84289 -0.89216 0.0 0.0 0.0 0.001
H 0.40384 6.40107 -0.77074 0.0 0.0 0.0 0.000
H -1.88679 5.41251 -0.51211 0.0 0.0 0.0 0.000
```
Forces are in eV/Å.

---

(2)
Entry from the OMol25 dataset: a structure of composition C37H32BaN7O4P2 (wB97M-V/def2-TZVPD).

Computed properties:
Orbital gap in eV: 7.30
E_HOMO in Ha: -0.3592
Total charge: +1
ΔE to the lowest compared entry with this formula, charge and spin in eV: 0.1157

The geometry in XYZ format:
```
83
Properties=species:S:1:pos:R:3:forces:R:3:mulliken_charge:R:1
Ba -0.72879 -1.37563 -1.20680 -0.4 -0.4 -0.5 2.187
O -1.88688 0.71947 -0.03452 0.0 0.2 0.2 -0.938
P -1.24813 1.44482 1.11652 0.3 -0.5 -0.2 2.241
C 0.39135 0.70011 1.50638 -0.1 -0.1 0.3 -1.170
P 0.38179 -1.02436 2.16138 -0.1 0.3 -0.3 0.897
O -0.58141 -1.90258 1.41956 0.1 0.1 0.1 -1.048
C 0.02519 -0.91279 3.90882 0.0 0.0 0.0 0.536
C 0.86686 -0.22658 4.78248 0.0 0.0 0.1 -0.608
C 0.54658 -0.15133 6.12731 0.0 0.0 0.0 -0.717
C -0.60643 -0.76725 6.60021 0.0 0.0 0.0 -0.555
C -1.43893 -1.45726 5.73161 0.0 0.0 0.0 -0.656
C -1.12624 -1.53380 4.38182 0.0 0.0 0.0 -0.452
C 2.07699 -1.58881 1.93228 0.0 0.1 0.1 0.964
C 3.17370 -0.72840 1.98585 0.0 0.0 0.0 -0.108
C 4.45699 -1.22719 1.82346 0.0 0.0 0.0 -0.882
C 4.65067 -2.58770 1.61359 0.0 0.0 0.0 -0.424
C 3.56103 -3.44572 1.55368 0.0 0.0 0.0 -0.907
C 2.27395 -2.94910 1.70954 0.0 -0.1 0.0 -0.543
C -2.21939 1.35552 2.61436 0.0 0.1 0.0 0.172
C -1.80271 1.99107 3.78394 0.0 0.0 0.0 -0.304
C -2.56286 1.87736 4.93450 0.0 0.0 0.0 -0.781
C -3.74246 1.14089 4.91488 0.0 0.0 0.0 -0.485
C -4.16058 0.51427 3.75048 0.0 0.0 0.0 -0.647
C -3.39739 0.61655 2.59542 0.0 0.0 0.0 -0.721
C -0.88181 3.16578 0.77270 0.0 0.0 0.1 0.363
C -1.85600 4.12358 1.04928 0.0 0.1 0.0 -0.641
C -1.64196 5.44961 0.70442 0.0 0.0 0.0 -0.686
C -0.45715 5.82480 0.08703 0.0 0.0 0.0 -0.632
C 0.51876 4.87555 -0.18777 0.0 0.0 0.0 -0.633
C 0.30733 3.54925 0.15267 0.0 0.0 0.0 -0.132
H 0.88947 1.34547 2.23652 0.0 0.0 0.0 0.859
H 0.99104 0.70263 0.58948 0.0 0.0 0.0 0.222
H 1.77866 0.24024 4.42641 0.0 0.0 0.0 0.339
H 1.19888 0.37703 6.80979 0.0 0.0 0.0 0.431
H -0.84993 -0.71421 7.65328 0.0 0.0 0.0 0.436
H -2.33309 -1.94116 6.10157 0.0 0.0 0.0 0.457
H -1.76608 -2.07098 3.69341 0.0 0.0 0.0 0.428
H 3.03914 0.33499 2.14444 0.0 0.0 0.0 0.323
H 5.30422 -0.55571 1.86860 0.0 0.0 0.0 0.442
H 5.65257 -2.98148 1.50176 0.0 0.0 0.0 0.442
H 3.70945 -4.50525 1.39060 0.0 0.0 0.0 0.437
H 1.42325 -3.61764 1.65649 0.0 0.0 0.0 0.430
H -0.89353 2.58310 3.79715 0.0 0.0 0.0 0.416
H -2.24254 2.36686 5.84464 0.0 0.0 0.0 0.461
H -4.33973 1.06108 5.81392 0.0 0.0 0.0 0.440
H -5.08247 -0.05176 3.73655 0.0 0.0 0.0 0.427
H -3.70929 0.13399 1.67826 0.0 0.0 0.0 0.397
H -2.77995 3.83873 1.53839 0.0 0.0 0.0 0.450
H -2.40109 6.18897 0.92146 0.0 0.0 0.0 0.427
H -0.29265 6.86047 -0.17949 0.0 0.0 0.0 0.426
H 1.44082 5.16582 -0.67380 0.0 0.0 0.0 0.446
H 1.07618 2.82133 -0.07691 0.0 0.0 0.0 0.255
N 4.09044 -1.01825 -2.23631 0.0 -0.1 0.0 0.187
C 3.09196 -1.63724 -1.59865 0.1 0.1 -0.1 -0.868
N 2.00979 -0.89085 -1.66377 0.1 0.0 0.1 0.369
C 2.41874 0.19725 -2.37974 0.1 -0.1 0.0 0.302
N 3.67901 0.15521 -2.74772 0.0 0.1 0.0 -0.779
C 1.49537 1.28620 -2.72672 0.0 0.1 0.0 -0.088
C 1.91719 2.48025 -3.30499 0.0 -0.1 0.0 -0.430
N 1.05383 3.43892 -3.61466 0.0 0.1 0.0 -0.570
C -0.22750 3.20803 -3.35673 -0.1 0.0 0.0 -0.395
C -0.65616 2.02141 -2.77474 0.1 0.1 0.0 -0.391
N 0.20873 1.06522 -2.45759 -0.1 0.1 0.1 0.302
H 5.03477 -1.33261 -2.38435 0.0 0.0 0.0 0.220
H 3.18755 -2.59794 -1.11976 0.0 0.0 0.0 0.700
H 2.96597 2.65082 -3.51398 0.0 0.0 0.0 0.506
H -0.93668 3.98688 -3.60866 0.0 0.0 0.0 0.423
H -1.70121 1.85035 -2.54846 0.0 0.0 0.0 0.456
O 0.03319 -3.51284 -2.43117 0.0 0.0 0.1 -0.646
N -0.21377 -3.76880 -3.65222 0.0 0.0 -0.1 -0.553
N -0.98617 -2.92214 -4.21420 0.2 -0.1 0.0 0.974
O -1.47792 -1.88223 -3.58588 0.0 -0.1 0.0 -0.910
C -1.26917 -3.09934 -5.61346 -0.1 0.0 0.0 0.341
C -2.11631 -2.18820 -6.22105 0.0 0.0 0.0 -0.414
C -2.40709 -2.32712 -7.57068 0.0 0.0 0.0 -0.452
C -1.85783 -3.36769 -8.30221 0.0 0.0 0.0 -0.487
C -1.01084 -4.27385 -7.67684 0.0 0.0 0.0 -0.483
C -0.70946 -4.14958 -6.33145 0.0 0.0 0.0 -0.315
H -2.53516 -1.38660 -5.63219 0.0 0.0 0.0 0.365
H -3.06910 -1.61706 -8.04831 0.0 0.0 0.0 0.355
H -2.08597 -3.47676 -9.35395 0.0 0.0 0.0 0.383
H -0.57861 -5.08935 -8.24151 0.0 0.0 0.0 0.369
H -0.05299 -4.85473 -5.84564 0.0 0.0 0.0 0.446
```
Forces are in eV/Å.

---

(3)
Entry from the OMol25 dataset: the molecule C6H15NO in a non-equilibrium geometry (wB97M-V/def2-TZVPD).

Computed properties:
Orbital gap in eV: 9.58
E_HOMO in Ha: -0.3175
Structure (SMILES): CN[C@H](CO)C(C)C
ΔE to the lowest compared entry with this formula, charge and spin in eV: 1.8328

The geometry in XYZ format:
```
23
Properties=species:S:1:pos:R:3:forces:R:3:nbo_charge:R:1
C -1.47067 1.75796 -1.62827 0.0 0.9 0.0 -0.412
N -0.45216 0.73957 -1.44526 0.1 0.0 0.1 -0.641
C -0.07689 0.45240 -0.05055 0.1 -0.9 -0.7 -0.066
C 1.35545 0.90480 0.22656 -0.2 0.8 1.0 -0.081
O 1.51124 1.59552 1.48125 0.0 -0.5 0.3 -0.725
C -0.35032 -1.05127 0.25823 0.0 1.1 0.5 -0.224
C 0.54386 -2.03853 -0.45332 0.0 -0.3 -1.0 -0.618
C -0.38636 -1.26274 1.78588 -0.1 0.0 -0.1 -0.613
H -1.23463 2.43400 -2.45805 0.0 -0.4 -0.2 0.197
H -1.57356 2.47173 -0.79411 0.2 -0.4 0.2 0.174
H -2.45392 1.33358 -1.79285 -0.2 -0.2 -0.1 0.185
H 0.36330 0.95827 -1.99505 0.0 0.0 0.0 0.357
H -0.74016 1.01442 0.59233 -0.1 0.3 0.3 0.200
H 1.59251 1.69217 -0.48529 0.3 -0.2 -0.3 0.181
H 2.06110 0.07768 0.19353 0.2 0.0 -0.3 0.171
H 1.58753 0.95518 2.20684 0.0 0.3 -0.4 0.464
H -1.34790 -1.15112 -0.13226 -0.5 -0.4 -0.1 0.208
H 0.42308 -3.02744 -0.00997 0.4 0.0 0.1 0.210
H 0.27920 -2.16677 -1.50618 -0.4 0.2 0.0 0.221
H 1.58924 -1.74303 -0.54011 0.2 -0.2 0.6 0.198
H 0.07890 -0.43075 2.31891 0.1 -0.2 0.1 0.189
H 0.10874 -2.18643 2.06382 0.2 -0.1 0.2 0.208
H -1.40758 -1.32921 2.16392 0.0 0.1 -0.1 0.217
```
Forces are in eV/Å.

---

(4)
Entry from the OMol25 dataset: a structure of composition C2H3FInO in a non-equilibrium geometry (wB97M-V/def2-TZVPD).

Computed properties:
Orbital gap (spin up / spin down) in eV: 8.95 / 5.88
E_HOMO (spin up / spin down) in Ha: -0.7632 / -0.7546
Total charge: +2
Expectation value of S²: 0.796
2S+1: 2
ΔE to the lowest compared entry with this formula, charge and spin in eV: 5.7934

The geometry in XYZ format:
```
8
Properties=species:S:1:pos:R:3:forces:R:3:mulliken_spin:R:1
H 0.21353 -0.27879 -1.17926 0.5 -1.0 0.7 -0.033
O 0.92602 -0.57859 -0.21211 -8.2 -2.1 -3.7 0.081
C -0.30412 -0.78854 0.59561 -0.6 -1.2 1.8 0.053
C -1.29780 -0.41403 -0.45486 -0.5 5.6 0.9 0.063
In 2.47343 0.19383 0.20772 7.1 3.2 1.8 0.837
H -0.31197 -0.12984 1.48108 0.1 -0.4 -0.2 0.003
H -0.36692 -1.86835 0.80668 0.0 0.4 0.3 -0.010
F -1.97551 0.73508 -0.03394 1.6 -4.5 -1.5 0.005
```
Forces are in eV/Å.

---

Which formula does entry 2 have? C37H32BaN7O4P2

---

The highest ΔE to the lowest compared entry with this formula, charge and spin belongs to which entry? C2H3FInO

---

The highest ΔE to the lowest compared entry with this formula, charge and spin belongs to which entry? C2H3FInO